Record 1
Computed, not measured: a structure of composition C37H31IO3PPtS at a distorted geometry, with ωB97M-V/def2-TZVPD.

Last column: Löwdin spin population.
Positions of all 75 atoms, in Å:
Pt -0.314 0.149 0.581  1.223
I 0.463 2.268 2.268  0.153
C 1.970 1.059 3.163  0.006
C 1.882 0.945 4.522  0.005
C 2.952 0.406 5.254  0.000
C 4.117 0.109 4.612  0.002
C 4.228 0.235 3.208  0.001
C 5.477 0.021 2.581  0.001
C 5.619 0.158 1.232  0.002
C 4.477 0.366 0.445  0.006
C 3.231 0.548 1.002  0.021
P 1.865 0.332 -0.200  0.121
C 2.237 -1.243 -1.027  0.022
C 1.619 -2.382 -0.504  0.018
C 1.826 -3.623 -1.080  0.000
C 2.658 -3.737 -2.184  0.003
C 3.280 -2.612 -2.705  0.000
C 3.072 -1.366 -2.134  0.005
C 2.080 1.639 -1.421  0.007
C 2.684 2.845 -1.072  0.007
C 2.814 3.849 -2.017  -0.001
C 2.340 3.657 -3.307  0.009
C 1.720 2.463 -3.651  -0.001
C 1.580 1.457 -2.710  0.008
C 3.097 0.615 2.423  0.002
H 1.008 1.312 5.042  0.001
H 2.866 0.301 6.327  0.000
H 4.989 -0.214 5.168  0.000
H 6.323 -0.241 3.204  0.000
H 6.587 0.052 0.762  0.000
H 4.577 0.350 -0.633  0.001
H 0.960 -2.285 0.352  0.013
H 1.325 -4.494 -0.680  0.000
H 2.817 -4.704 -2.642  0.000
H 3.922 -2.703 -3.571  0.000
H 3.547 -0.495 -2.569  0.000
H 3.056 2.995 -0.066  0.000
H 3.290 4.783 -1.747  0.000
H 2.445 4.442 -4.043  0.001
H 1.346 2.319 -4.656  0.000
H 1.083 0.529 -2.969  0.000
O -3.028 -2.881 -0.489  0.026
C -2.395 -2.074 0.164  0.010
O -1.681 -1.128 -0.377  0.111
C -2.436 -2.147 1.677  0.010
C -2.076 -1.066 2.471  0.032
C -2.156 -1.125 3.853  0.006
C -2.617 -2.286 4.454  0.001
C -2.983 -3.375 3.672  0.005
C -2.895 -3.306 2.290  0.000
H -1.800 -0.117 1.992  0.013
H -1.883 -0.272 4.462  0.000
H -2.703 -2.337 5.532  0.000
H -3.349 -4.277 4.143  0.000
H -3.188 -4.142 1.669  0.000
C -6.050 -1.227 -3.463  0.000
C -5.155 -0.321 -2.669  0.000
C -5.518 0.132 -1.406  0.000
C -4.678 0.962 -0.681  0.000
C -3.471 1.344 -1.239  -0.002
C -3.079 0.903 -2.494  0.000
C -3.926 0.075 -3.201  0.000
S -2.353 2.367 -0.299  0.009
C -2.657 3.927 -1.166  0.011
O -0.938 2.004 -0.742  0.127
H -6.936 -1.510 -2.898  0.000
H -5.513 -2.134 -3.742  0.000
H -6.367 -0.730 -4.381  0.000
H -6.457 -0.188 -0.974  0.000
H -4.952 1.294 0.314  0.000
H -2.108 1.183 -2.882  0.000
H -3.626 -0.295 -4.174  0.000
H -2.486 3.760 -2.227  0.000
H -1.968 4.671 -0.770  0.000
H -3.690 4.215 -0.978  0.002

charge = +1
2S+1 = 3
lowest unoccupied orbital energy (alpha / beta) = -0.105 / -0.166 Ha
E_HOMO (alpha / beta) = -10.446 / -11.234 eV

Record 2
Computed, not measured: a cluster of 2 separate species, C37H31N4 in total at a distorted geometry, with ωB97M-V/def2-TZVPD.

Last column: Löwdin charge in e.
Positions of all 72 atoms, in Å:
C -6.500 -2.771 -1.508  -0.088
C -6.008 -1.709 -0.775  -0.083
C -4.852 -1.077 -1.176  -0.033
C -4.184 -1.499 -2.313  -0.196
N -2.970 -0.832 -2.744  -0.100
C -1.918 -0.524 -1.972  -0.028
N -1.060 0.112 -2.763  0.035
C 0.263 0.598 -2.428  -0.198
C 0.505 1.183 -1.195  -0.039
C 1.748 1.699 -0.903  -0.091
C 2.760 1.640 -1.840  -0.087
C 2.537 1.036 -3.060  -0.066
C 1.302 0.503 -3.341  -0.040
C -1.684 0.160 -4.063  -0.190
C -1.117 0.761 -5.272  -0.173
C -1.355 0.191 -6.520  -0.023
C -0.773 0.715 -7.652  -0.072
C 0.042 1.826 -7.561  -0.078
C 0.251 2.433 -6.339  -0.070
C -0.332 1.911 -5.209  -0.059
N -2.839 -0.443 -4.033  0.188
C -4.689 -2.557 -3.048  -0.025
C -5.845 -3.193 -2.649  -0.077
H -7.409 -3.259 -1.201  0.103
H -6.528 -1.370 0.107  0.104
H -4.455 -0.249 -0.616  0.102
H -0.286 1.222 -0.467  0.100
H 1.940 2.128 0.066  0.097
H 3.733 2.042 -1.616  0.102
H 3.324 0.969 -3.794  0.112
H 1.118 0.033 -4.291  0.121
H -1.998 -0.669 -6.586  0.112
H -0.958 0.264 -8.613  0.107
H 0.516 2.225 -8.442  0.105
H 0.873 3.311 -6.264  0.108
H -0.172 2.381 -4.255  0.115
H -4.160 -2.877 -3.928  0.110
H -6.229 -4.021 -3.224  0.107
C 6.163 -2.129 4.151  0.025
N 4.856 -1.482 4.133  -0.035
C 4.309 -0.767 5.153  0.071
C 3.045 -0.296 4.777  -0.123
C 2.179 0.424 5.623  0.128
C 0.906 0.987 5.255  -0.210
C 0.724 1.725 4.066  -0.038
C -0.521 2.158 3.687  -0.020
C -1.642 1.876 4.463  -0.243
C -2.998 2.280 3.997  -0.031
C -1.472 1.188 5.662  -0.016
C -0.227 0.778 6.070  0.003
C 2.801 -0.805 3.440  -0.093
C 1.699 -0.749 2.577  0.001
C 1.792 -1.331 1.337  -0.046
C 2.956 -1.990 0.939  -0.046
C 4.033 -2.100 1.787  0.006
C 3.954 -1.513 3.052  -0.137
H 6.359 -2.630 3.206  0.092
H 6.937 -1.382 4.316  0.106
H 6.208 -2.867 4.950  0.107
H 4.782 -0.599 6.102  0.154
H 2.464 0.487 6.660  0.134
H 1.581 1.943 3.453  0.125
H -0.644 2.710 2.770  0.125
H -3.765 2.025 4.731  0.085
H -3.045 3.357 3.825  0.095
H -3.252 1.774 3.062  0.095
H -2.335 0.967 6.266  0.120
H -0.115 0.234 6.992  0.121
H 0.790 -0.270 2.895  0.102
H 0.952 -1.270 0.665  0.109
H 3.007 -2.409 -0.052  0.116
H 4.923 -2.616 1.477  0.108

energy relative to the best compared isomer or geometry (same formula, charge and spin) = 34.0 kcal/mol
charge = +1
2S+1 = 1
lowest unoccupied orbital energy = -0.181 Ha
E_HOMO = -10.136 eV

Record 3
Computed, not measured: a structure of composition C37H32BF2GeN7S2Y, with ωB97M-V/def2-TZVPD.

Last column: Löwdin charge in e.
Positions of all 83 atoms, in Å:
Y 0.425 -0.496 0.773  1.281
C -1.277 1.560 4.408  -0.060
C -0.431 1.286 3.204  -0.335
N -0.052 -0.028 2.911  -0.204
N -0.121 -0.955 3.903  -0.039
C 0.640 -2.020 3.868  -0.849
N 0.378 -3.009 4.816  0.052
S 1.883 -2.200 2.712  0.585
C -0.058 2.210 2.279  -0.270
C -0.362 3.630 2.315  -0.056
C 0.289 4.485 1.503  -0.125
C 1.248 3.988 0.553  -0.136
C 1.348 2.643 0.404  -0.219
N 0.677 1.731 1.156  -0.121
H -0.780 1.248 5.336  0.069
H -2.242 1.037 4.356  0.076
H -1.489 2.622 4.505  0.057
H -0.879 -0.911 4.576  0.147
H -0.604 -3.226 4.918  0.085
H 0.910 -3.841 4.614  0.060
H -1.108 4.000 3.006  0.087
H 0.062 5.544 1.534  0.087
H 1.796 4.655 -0.100  0.076
H 1.954 2.232 -0.401  0.099
N 1.230 -3.251 -2.891  0.173
C 1.843 -4.231 -2.140  -0.190
C 2.374 -5.466 -2.484  -0.033
C 2.927 -6.213 -1.460  -0.109
C 2.940 -5.735 -0.144  -0.098
C 2.408 -4.502 0.190  -0.032
C 1.852 -3.733 -0.829  -0.205
N 1.254 -2.472 -0.809  0.102
C 0.895 -2.233 -2.051  -0.264
C 0.176 -1.053 -2.493  -0.383
C -0.389 -0.936 -3.713  -0.385
S -1.284 0.539 -3.809  1.004
C -0.884 0.910 -2.099  -0.630
N -0.018 -0.035 -1.589  -0.073
H 1.053 -3.262 -3.878  0.153
H 2.356 -5.827 -3.504  0.103
H 3.353 -7.184 -1.680  0.094
H 3.377 -6.348 0.634  0.096
H 2.411 -4.146 1.209  0.013
H -0.383 -1.645 -4.524  0.055
H -1.109 2.132 -0.433  0.036
C -1.426 1.973 -1.456  -0.233
Ge -2.846 3.099 -2.030  0.974
C -3.029 3.270 -3.983  -0.296
C -2.154 4.072 -4.715  -0.108
C -2.253 4.165 -6.097  -0.097
C -3.238 3.456 -6.771  -0.107
C -4.121 2.659 -6.056  -0.098
C -4.015 2.569 -4.674  -0.131
C -4.571 2.416 -1.389  -0.269
C -4.598 1.230 -0.657  -0.086
C -5.800 0.700 -0.204  -0.079
C -6.993 1.354 -0.477  -0.106
C -6.984 2.534 -1.210  -0.106
C -5.781 3.056 -1.665  -0.136
C -2.560 4.902 -1.309  -0.250
C -3.539 5.585 -0.590  -0.100
C -3.311 6.871 -0.116  -0.099
C -2.097 7.497 -0.362  -0.109
C -1.109 6.827 -1.069  -0.103
C -1.339 5.538 -1.529  -0.125
H -1.381 4.632 -4.203  0.088
H -1.560 4.790 -6.647  0.096
H -3.316 3.525 -7.849  0.093
H -4.892 2.102 -6.576  0.096
H -4.704 1.934 -4.129  0.097
H -3.671 0.706 -0.454  0.075
H -5.796 -0.228 0.355  0.101
H -7.931 0.942 -0.124  0.092
H -7.915 3.043 -1.431  0.093
H -5.786 3.971 -2.251  0.102
H -4.488 5.103 -0.384  0.086
H -4.080 7.383 0.450  0.094
H -1.916 8.500 0.007  0.093
H -0.149 7.299 -1.243  0.098
H -0.543 5.001 -2.034  0.094
F -3.035 -1.488 0.015  0.047
B -2.032 -1.526 0.934  -0.585
F -2.523 -2.110 2.076  0.029

energy relative to the best compared isomer or geometry (same formula, charge and spin) = 0.0 kcal/mol
charge = -1
2S+1 = 1
lowest unoccupied orbital energy = 0.084 Ha
E_HOMO = -2.519 eV

What did the first record say?
Computed, not measured: a structure of composition C37H31IO3PPtS at a distorted geometry, with ωB97M-V/def2-TZVPD.

Last column: Löwdin spin population.
Positions of all 75 atoms, in Å:
Pt -0.314 0.149 0.581  1.223
I 0.463 2.268 2.268  0.153
C 1.970 1.059 3.163  0.006
C 1.882 0.945 4.522  0.005
C 2.952 0.406 5.254  0.000
C 4.117 0.109 4.612  0.002
C 4.228 0.235 3.208  0.001
C 5.477 0.021 2.581  0.001
C 5.619 0.158 1.232  0.002
C 4.477 0.366 0.445  0.006
C 3.231 0.548 1.002  0.021
P 1.865 0.332 -0.200  0.121
C 2.237 -1.243 -1.027  0.022
C 1.619 -2.382 -0.504  0.018
C 1.826 -3.623 -1.080  0.000
C 2.658 -3.737 -2.184  0.003
C 3.280 -2.612 -2.705  0.000
C 3.072 -1.366 -2.134  0.005
C 2.080 1.639 -1.421  0.007
C 2.684 2.845 -1.072  0.007
C 2.814 3.849 -2.017  -0.001
C 2.340 3.657 -3.307  0.009
C 1.720 2.463 -3.651  -0.001
C 1.580 1.457 -2.710  0.008
C 3.097 0.615 2.423  0.002
H 1.008 1.312 5.042  0.001
H 2.866 0.301 6.327  0.000
H 4.989 -0.214 5.168  0.000
H 6.323 -0.241 3.204  0.000
H 6.587 0.052 0.762  0.000
H 4.577 0.350 -0.633  0.001
H 0.960 -2.285 0.352  0.013
H 1.325 -4.494 -0.680  0.000
H 2.817 -4.704 -2.642  0.000
H 3.922 -2.703 -3.571  0.000
H 3.547 -0.495 -2.569  0.000
H 3.056 2.995 -0.066  0.000
H 3.290 4.783 -1.747  0.000
H 2.445 4.442 -4.043  0.001
H 1.346 2.319 -4.656  0.000
H 1.083 0.529 -2.969  0.000
O -3.028 -2.881 -0.489  0.026
C -2.395 -2.074 0.164  0.010
O -1.681 -1.128 -0.377  0.111
C -2.436 -2.147 1.677  0.010
C -2.076 -1.066 2.471  0.032
C -2.156 -1.125 3.853  0.006
C -2.617 -2.286 4.454  0.001
C -2.983 -3.375 3.672  0.005
C -2.895 -3.306 2.290  0.000
H -1.800 -0.117 1.992  0.013
H -1.883 -0.272 4.462  0.000
H -2.703 -2.337 5.532  0.000
H -3.349 -4.277 4.143  0.000
H -3.188 -4.142 1.669  0.000
C -6.050 -1.227 -3.463  0.000
C -5.155 -0.321 -2.669  0.000
C -5.518 0.132 -1.406  0.000
C -4.678 0.962 -0.681  0.000
C -3.471 1.344 -1.239  -0.002
C -3.079 0.903 -2.494  0.000
C -3.926 0.075 -3.201  0.000
S -2.353 2.367 -0.299  0.009
C -2.657 3.927 -1.166  0.011
O -0.938 2.004 -0.742  0.127
H -6.936 -1.510 -2.898  0.000
H -5.513 -2.134 -3.742  0.000
H -6.367 -0.730 -4.381  0.000
H -6.457 -0.188 -0.974  0.000
H -4.952 1.294 0.314  0.000
H -2.108 1.183 -2.882  0.000
H -3.626 -0.295 -4.174  0.000
H -2.486 3.760 -2.227  0.000
H -1.968 4.671 -0.770  0.000
H -3.690 4.215 -0.978  0.002

charge = +1
2S+1 = 3
lowest unoccupied orbital energy (alpha / beta) = -0.105 / -0.166 Ha
E_HOMO (alpha / beta) = -10.446 / -11.234 eV